(1)
A molecular structure, C13H22N4OPPdS. Source: OMol25; level of theory: ωB97M-V/def2-TZVPD.

The geometry in XYZ format:
```
43
C13H22N4OPPdS | OMol25 | ωB97M-V/def2-TZVPD
Pd 0.248 -1.052 -0.040
C 4.778 2.922 -0.769
C 3.826 2.569 -1.901
N 3.415 1.168 -1.872
C 2.460 0.699 -1.065
S 2.227 -1.066 -1.132
N 1.809 1.531 -0.292
N 0.859 0.903 0.452
C 0.317 1.488 1.453
C 0.637 2.885 1.867
C -0.646 0.659 2.224
C -1.417 1.200 3.242
C -2.268 0.375 3.961
C -2.320 -0.972 3.650
C -1.530 -1.437 2.612
N -0.720 -0.650 1.914
H 5.034 3.981 -0.812
H 5.702 2.348 -0.839
H 4.316 2.722 0.197
H 4.290 2.742 -2.871
H 2.925 3.179 -1.855
H 3.937 0.492 -2.403
H 1.569 3.200 1.409
H 0.715 2.965 2.949
H -0.151 3.563 1.530
H -1.354 2.254 3.466
H -2.878 0.781 4.757
H -2.956 -1.656 4.192
H -1.542 -2.483 2.334
C -1.561 -1.820 -3.244
P -2.161 -2.057 -1.573
C -3.888 -2.505 -1.703
C -1.320 -3.512 -0.908
O -1.911 -0.861 -0.676
H -1.754 -2.702 -3.856
H -0.488 -1.621 -3.224
H -2.065 -0.960 -3.686
H -3.994 -3.442 -2.252
H -4.431 -1.722 -2.232
H -4.318 -2.618 -0.709
H -1.331 -4.346 -1.613
H -1.799 -3.826 0.019
H -0.259 -3.315 -0.699
```

Output
Total charge ... +1
HOMO energy (alpha / beta) ... -11.233 / -11.231 eV
Energy relative to the best compared isomer or geometry (same formula, charge and spin) ... 0.391 eV
Multiplicity ... 3
Kohn-Sham gap (alpha / beta) ... 0.296 / 0.245 Eh
DFT total energy ... -1670.0782 Eh

---

(2)
A molecular structure, C55H57N6P2S2Sc. Source: OMol25; level of theory: ωB97M-V/def2-TZVPD.

The geometry in XYZ format:
```
123
C55H57N6P2S2Sc | OMol25 | ωB97M-V/def2-TZVPD
Sc -0.052 -0.285 0.717
C 1.203 3.612 2.228
C 0.962 2.208 2.717
C -0.325 1.768 3.082
C -1.495 2.716 3.018
C -0.478 0.516 3.714
C -1.827 0.168 4.296
C 0.651 -0.294 3.943
C 0.547 -1.616 4.654
C 1.933 0.162 3.591
C 3.121 -0.669 4.001
C 2.091 1.421 2.993
C 3.447 2.059 2.811
H 0.294 4.149 1.997
H 1.845 3.639 1.346
H 1.722 4.186 3.000
H -1.436 3.384 2.167
H -1.524 3.332 3.922
H -2.449 2.206 2.944
H -2.003 0.772 5.190
H -1.918 -0.876 4.572
H -2.638 0.383 3.604
H 0.796 -2.437 3.976
H -0.441 -1.812 5.054
H 1.247 -1.660 5.490
H 2.932 -1.730 3.842
H 3.323 -0.534 5.067
H 4.029 -0.407 3.467
H 3.531 2.939 3.453
H 3.602 2.412 1.789
H 4.268 1.399 3.068
S -1.515 -1.803 1.888
C -1.370 -3.233 0.867
N -1.995 -4.307 1.280
N -1.929 -5.476 0.728
C -0.956 -6.087 -0.125
C -1.425 -7.022 -1.035
C -0.522 -7.746 -1.801
C 0.839 -7.542 -1.648
C 1.295 -6.610 -0.722
C 0.406 -5.875 0.042
N -0.767 -3.217 -0.353
N -0.364 -2.104 -0.791
C 0.149 -2.249 -2.136
C 1.164 -3.164 -2.386
C 1.624 -3.337 -3.683
C 1.073 -2.603 -4.726
C 0.054 -1.696 -4.469
C -0.408 -1.515 -3.173
H -2.574 -6.121 1.152
H -2.490 -7.182 -1.146
H -0.890 -8.473 -2.513
H 1.544 -8.112 -2.238
H 2.360 -6.465 -0.587
H 0.773 -5.159 0.767
H 1.571 -3.744 -1.572
H 2.406 -4.058 -3.880
H 1.429 -2.747 -5.737
H -0.396 -1.137 -5.279
H -1.227 -0.830 -2.983
C -1.477 2.123 -3.042
N -1.321 1.820 -1.617
P -2.184 0.691 -0.653
C -3.354 -0.170 -1.737
C -4.288 0.594 -2.448
C -5.248 -0.023 -3.229
C -5.307 -1.411 -3.285
C -4.413 -2.175 -2.554
C -3.438 -1.557 -1.783
C -3.351 1.650 0.352
C -4.135 0.966 1.282
C -5.070 1.655 2.037
C -5.227 3.026 1.873
C -4.460 3.705 0.937
C -3.528 3.017 0.171
P -0.145 2.557 -0.633
C -0.271 4.328 -1.023
C 0.305 4.840 -2.190
C 0.141 6.173 -2.530
C -0.601 7.012 -1.712
C -1.185 6.515 -0.555
C -1.021 5.182 -0.214
C 1.456 2.091 -1.378
C 1.526 0.819 -1.936
C 2.693 0.339 -2.521
C 3.819 1.146 -2.533
C 3.778 2.404 -1.937
C 2.611 2.877 -1.356
H -1.800 3.155 -3.190
H -2.214 1.462 -3.491
H -0.526 1.972 -3.559
H -4.280 1.675 -2.372
H -5.960 0.576 -3.781
H -6.066 -1.894 -3.888
H -4.473 -3.255 -2.578
H -2.757 -2.165 -1.205
H -4.022 -0.105 1.409
H -5.679 1.121 2.756
H -5.957 3.561 2.466
H -4.592 4.770 0.795
H -2.937 3.552 -0.564
H 0.890 4.198 -2.837
H 0.594 6.557 -3.435
H -0.726 8.054 -1.976
H -1.768 7.167 0.083
H -1.504 4.805 0.677
H 0.622 0.226 -2.017
H 2.701 -0.645 -2.974
H 4.728 0.805 -3.013
H 4.660 3.033 -1.948
H 2.590 3.871 -0.924
S 2.004 -1.994 0.901
C 3.624 -1.454 0.858
N 4.577 -2.377 1.146
C 5.908 -2.136 1.164
C 6.372 -0.888 0.873
C 5.432 0.103 0.554
C 4.088 -0.170 0.543
H 4.249 -3.305 1.376
H 6.537 -2.977 1.417
H 7.433 -0.687 0.888
H 5.771 1.103 0.316
H 3.363 0.591 0.297
```

Output
Total charge ... +2
HOMO energy ... -11.987 eV
Energy relative to the best compared isomer or geometry (same formula, charge and spin) ... 0.000 eV
Multiplicity ... 1
Kohn-Sham gap ... 0.236 Eh
DFT total energy ... -4698.0059 Eh

---

(3)
3 unconnected molecules or ions with the total composition C38H21NO6. Source: OMol25; level of theory: ωB97M-V/def2-TZVPD.

The geometry in XYZ format:
```
66
C38H21NO6 | OMol25 | ωB97M-V/def2-TZVPD
O -0.286 -0.490 -2.088
C 0.514 -1.201 -2.664
C 0.077 -2.443 -3.357
C -1.273 -2.770 -3.375
C -1.699 -3.909 -4.029
C -0.789 -4.728 -4.691
C 0.558 -4.408 -4.675
C 0.997 -3.272 -4.003
C 2.455 -2.962 -3.977
O 3.262 -3.705 -4.492
C 2.890 -1.705 -3.301
C 4.239 -1.375 -3.289
C 4.658 -0.200 -2.686
C 3.732 0.651 -2.092
C 2.387 0.321 -2.094
C 1.962 -0.858 -2.692
H -2.002 -2.143 -2.879
H -2.755 -4.148 -4.030
H -1.131 -5.613 -5.209
H 1.280 -5.037 -5.178
H 4.953 -2.040 -3.755
H 5.710 0.056 -2.679
H 4.063 1.572 -1.626
H 1.660 0.977 -1.634
O 4.223 3.412 1.106
C 3.561 3.410 2.123
C 2.505 2.383 2.348
C 2.303 1.407 1.383
C 1.350 0.422 1.580
C 0.597 0.410 2.749
C 0.784 1.389 3.711
C 1.735 2.382 3.512
C 1.912 3.438 4.548
O 1.209 3.469 5.536
C 2.983 4.453 4.335
C 3.192 5.428 5.302
C 4.200 6.362 5.135
C 5.004 6.329 4.000
C 4.793 5.367 3.027
C 3.781 4.429 3.188
H 2.896 1.420 0.481
H 1.196 -0.337 0.824
H -0.140 -0.367 2.910
H 0.199 1.389 4.620
H 2.565 5.444 6.183
H 4.363 7.119 5.891
H 5.795 7.056 3.876
H 5.410 5.336 2.141
C -7.902 -3.959 0.798
C -7.550 -3.448 -0.225
N -7.203 -2.815 -1.393
C -7.230 -1.355 -1.095
O -8.004 -0.578 -1.536
C -6.000 -1.091 -0.292
C -5.721 -0.072 0.590
C -4.467 -0.083 1.198
C -3.525 -1.067 0.881
C -3.810 -2.075 -0.026
C -5.073 -2.084 -0.594
C -5.721 -3.019 -1.567
O -5.274 -3.761 -2.367
H -8.066 -4.209 1.816
H -6.464 0.680 0.809
H -4.227 0.684 1.920
H -2.555 -1.033 1.354
H -3.086 -2.832 -0.289
```

Output
Total charge ... 0
HOMO energy ... -9.752 eV
Structure (SMILES) ... O=C1c2ccccc2C(=O)c2ccccc21.O=C1c2ccccc2C(=O)c2ccccc21.C#CN1C(=O)c2ccccc2C1=O
Energy relative to the best compared isomer or geometry (same formula, charge and spin) ... 0.000 eV
Multiplicity ... 1
Kohn-Sham gap ... 0.317 Eh
DFT total energy ... -1966.8357 Eh